A structure of composition C33H29Cl2EuN2O2PS2Si, computed with the ωB97M-V functional and the def2-TZVPD basis.

XYZ file:
```
73
C33H29Cl2EuN2O2PS2Si (the ωB97M-V functional and the def2-TZVPD basis)
Eu 0.77761 -0.25065 1.59943
Cl -4.39231 -4.03711 6.13649
Cl 0.95603 -3.56691 5.50982
S 2.54127 -2.34273 0.74351
S 3.31040 0.54626 0.54419
P -0.11654 0.04411 -1.38225
Si 0.03109 3.28507 2.28371
O -1.69823 -0.72871 1.48087
O 0.21234 -1.84920 3.20604
N 6.48295 0.28346 -1.39586
N 5.44296 -3.91389 -1.04473
C -1.54447 0.85723 -2.21416
C -0.78007 -2.31326 3.80643
C 5.74970 -0.48932 -0.94372
C -1.49862 3.09529 1.18865
C -0.87832 -4.33732 -2.69618
C -1.71799 -3.67744 5.64261
C -0.69266 -4.02253 -1.36108
C -3.02977 -3.37707 5.22909
C -3.89774 1.39676 -2.04876
C 4.83331 -1.47015 -0.44231
C -0.64691 -3.17682 4.96784
C 1.65994 1.85212 -2.52813
C 1.44640 3.78073 1.15809
C -3.86863 1.96027 -3.31913
C -0.33943 4.86533 3.27484
C 2.88306 2.22578 -3.06354
C -2.67759 1.97517 -4.03320
C -0.43744 -1.68696 -1.92700
C -2.47103 -1.24412 2.27533
C -1.52343 1.42777 -3.48353
C -0.84785 -3.32784 -3.65664
C -0.47351 -2.70121 -0.98051
C 0.36094 1.77106 3.17123
C -3.23226 -2.58286 4.14376
C -0.63102 -2.01674 -3.26880
C 1.33297 0.50404 -2.38604
C 3.80432 1.25519 -3.43972
C 3.48671 -0.08657 -3.30005
C 2.25557 -0.46129 -2.77917
C 3.66070 -1.11956 0.26497
C 5.16627 -2.82265 -0.77909
C -2.14329 -2.05644 3.42759
C -2.74445 0.85700 -1.49955
H -0.57288 5.72507 2.63136
H -1.03516 -5.36741 -2.99526
H -4.81722 1.39072 -1.47566
H -0.32065 -2.46863 0.06413
H -4.76604 2.39346 -3.74540
H 1.22482 4.70009 0.60189
H -0.59577 1.44874 -4.04408
H -0.60079 -1.23574 -4.02134
H -2.75996 0.42930 -0.50161
H 3.13292 3.27728 -3.14116
H -1.19152 4.69296 3.94282
H 4.78769 1.54031 -3.79084
H -1.53565 2.09069 0.75605
H -1.55787 -4.31149 6.50539
H 1.24360 1.89552 3.81679
H -3.56039 -1.10723 2.11725
H -1.52201 3.81728 0.36350
H -0.49181 1.52371 3.82595
H -0.98351 -3.56653 -4.70503
H 1.67623 2.98904 0.43532
H -2.64257 2.41492 -5.02358
H 4.21926 -0.84719 -3.53895
H -2.41839 3.22448 1.77371
H -0.69395 -4.79965 -0.60710
H 2.04954 -1.51186 -2.60978
H 0.97718 2.61721 -2.17043
H 0.52388 5.12976 3.89696
H 2.36176 3.94258 1.73789
H -4.24171 -2.35071 3.81987
```

DFT total energy (eV): -124982.151
LUMO (alpha / beta) (eV): 3.76 / 3.76
Frontier orbital gap (alpha / beta) (eV): 4.81 / 5.69
<S²>: 15.7603
Charge: -2
HOMO level (alpha / beta) (eV): -1.1 / -1.9
Spin multiplicity: 8

---

An isolated molecule of C4H7N3S, computed with the ωB97M-V functional and the def2-TZVPD basis.

XYZ file:
```
15
C4H7N3S (the ωB97M-V functional and the def2-TZVPD basis)
S -3.48376 -0.63784 0.17849
N 0.39757 0.56378 -0.78336
N 0.91959 -1.85910 -0.72241
N 2.11940 -0.41381 0.82267
C 1.05461 -0.60216 -0.20337
C -1.04762 0.69341 -0.71288
C -1.88119 -0.34836 0.08709
C -0.16034 1.49585 0.14516
H 2.40444 -1.38323 1.23799
H 0.17541 -1.88803 -1.34964
H -1.76778 1.16746 -1.41397
H -1.29279 -0.78827 0.95890
H 3.01169 0.20969 0.56796
H -0.19568 1.23228 1.21451
H -0.25357 2.55831 -0.02714
```

DFT total energy (eV): -19563.613
LUMO (eV): -0.48
Frontier orbital gap (eV): 8.41
Charge: 0
HOMO level (eV): -8.9
ΔE to the lowest compared entry with this formula, charge and spin (kcal per mole): 96.05
SMILES: [H]/N=C(/N)N1C[C@@H]1C=S

---

A structure of composition C20H15BBrN5O7Sn, computed with the ωB97M-V functional and the def2-TZVPD basis.

XYZ file:
```
50
C20H15BBrN5O7Sn (the ωB97M-V functional and the def2-TZVPD basis)
Sn -0.35922 0.16450 -0.24258
Br 0.72212 -4.52533 -2.29067
O 3.01812 1.83431 -2.23643
O 0.99735 -1.10954 0.75817
O 1.17475 0.64526 -1.76140
O -1.30750 2.31501 3.19513
O -1.22550 0.78986 1.55117
O 2.66795 5.26149 1.71267
O 0.30876 -1.79784 -1.18136
N -3.36481 -0.75984 -0.19815
N 0.79777 1.88852 0.45059
N -2.87931 1.69630 -0.90795
N -2.08246 -1.12711 0.00292
N -1.63867 1.42740 -1.38238
C 1.92099 -4.28109 -0.85234
C 2.49689 3.48016 0.11157
C 1.04228 -1.98279 -0.18747
C 3.71493 -5.24902 0.42688
C -0.82892 1.84871 2.18956
C 0.38196 2.50667 1.55134
C -4.14632 -1.82798 -0.04592
C 2.86203 -3.09734 1.01700
C 1.81587 2.34654 -0.26476
C 0.99532 3.65011 2.00296
C -1.17541 2.56326 -1.95005
C -2.12088 3.55908 -1.84430
C -3.18191 2.95979 -1.16856
C 2.80551 -5.32456 -0.61387
C 1.94243 -3.14835 -0.03481
C 2.07579 4.14023 1.26785
C 2.07160 1.55444 -1.53619
C -3.36781 -2.92513 0.28142
C 3.74731 -4.13107 1.24786
C -2.07558 -2.43331 0.29430
B -3.96041 0.65997 -0.45163
H 2.86441 -2.21841 1.64540
H 4.39763 -6.07154 0.59544
H -3.69084 -3.93214 0.47278
H -4.75454 0.53039 -1.35287
H 2.77278 -6.19573 -1.25233
H -1.16080 -2.95474 0.51293
H 3.40708 5.50131 1.14164
H -5.21141 -1.73245 -0.17220
H 4.45459 -4.06724 2.06314
H -0.19676 2.58114 -2.39489
H 3.32602 3.82551 -0.49283
H 0.64189 4.14681 2.89461
H -4.15036 3.34660 -0.89799
H -2.05953 4.56822 -2.20998
H -4.48522 1.10092 0.53659
```

DFT total energy (eV): -119320.609
LUMO (eV): -0.18
Frontier orbital gap (eV): 8.96
Charge: 0
HOMO level (eV): -9.1

---

An isolated molecule of C5H9P, computed with the ωB97M-V functional and the def2-TZVPD basis.

XYZ file:
```
15
C5H9P (the ωB97M-V functional and the def2-TZVPD basis)
P -1.90259 0.10930 -0.20429
C 1.35371 1.29586 -0.09959
C 0.80340 -0.07147 0.53571
C -0.64247 -0.05273 0.83002
C 1.43132 -1.20729 -0.29932
C -3.51286 -0.09202 0.05784
H 0.82949 2.17914 0.48277
H -3.76104 -1.11844 -0.00956
H 2.56809 -1.17026 -0.20239
H 0.96472 1.22465 -1.05706
H 1.00339 -1.03234 -1.38438
H -4.13173 0.72468 -0.36590
H 1.23065 -2.08613 0.17453
H 1.42075 0.07886 1.51564
H 2.34516 1.21818 0.02597
```

DFT total energy (eV): -14613.609
LUMO (alpha / beta) (eV): -0.92 / -0.80
Frontier orbital gap (alpha / beta) (eV): 7.16 / 7.33
Charge: 0
HOMO level (alpha / beta) (eV): -8.1 / -8.1
ΔE to the lowest compared entry with this formula, charge and spin (kcal per mole): 108.62
SMILES: C=P#CC(C)C

---

An isolated molecule of C8H7N3, computed with the ωB97M-V functional and the def2-TZVPD basis.

XYZ file:
```
18
C8H7N3 (the ωB97M-V functional and the def2-TZVPD basis)
N -0.62964 2.14946 0.23410
N -1.48240 3.22683 -0.07489
N -2.08633 2.83419 -1.17857
C 0.68840 -1.20552 1.64042
C 1.64425 -2.02606 0.93439
C 0.60299 -1.06291 -1.10184
C 1.47043 -1.99295 -0.44206
C -0.08877 -0.04585 -0.25536
C -1.63461 1.54637 -1.50462
C -0.68854 1.15202 -0.54996
C -0.32065 -0.42377 1.09649
H 1.78556 -2.69097 -1.36265
H 0.25091 2.13623 1.01211
H 0.54200 -1.39825 2.83162
H 2.36438 -2.56393 1.77575
H -1.24383 0.08094 1.64336
H -1.87397 1.08165 -2.58180
H 0.69980 -0.79748 -2.11650
```

DFT total energy (eV): -12874.946
LUMO (eV): 0.03
Frontier orbital gap (eV): 8.87
Charge: 0
HOMO level (eV): -8.8
ΔE to the lowest compared entry with this formula, charge and spin (kcal per mole): 115.16
SMILES: c1ccc(-c2cnn[nH]2)cc1

---

An isolated molecule of C4H8O2, computed with the ωB97M-V functional and the def2-TZVPD basis.

XYZ file:
```
14
C4H8O2 (the ωB97M-V functional and the def2-TZVPD basis)
O -0.99790 1.57735 -0.30781
O -1.21075 -2.03188 0.15847
C -1.42454 -0.67832 0.41280
C 0.77558 -0.00553 -0.38921
C -0.59707 0.38068 -0.53364
C 1.72613 1.03040 0.00502
H 1.35344 1.46153 0.95041
H -2.45574 -0.42510 0.16957
H 1.06080 -1.04427 -0.55016
H 2.76626 0.71648 0.09364
H 1.60395 1.87650 -0.69056
H -0.85260 -0.11576 -1.52382
H -0.53301 -2.36031 0.76081
H -1.21455 -0.38179 1.44450
```

DFT total energy (eV): -8368.788
LUMO (alpha / beta) (eV): -1.21 / -0.73
Frontier orbital gap (alpha / beta) (eV): 6.98 / 7.94
Charge: 0
HOMO level (alpha / beta) (eV): -8.2 / -8.7
ΔE to the lowest compared entry with this formula, charge and spin (kcal per mole): 103.62

---

A cluster of 2 separate species, C17H22N2O4S in total, computed with the ωB97M-V functional and the def2-TZVPD basis.

XYZ file:
```
46
C17H22N2O4S (the ωB97M-V functional and the def2-TZVPD basis)
S -2.44851 -1.37154 -1.86218
O -4.41184 2.53971 2.62998
O -5.08847 -1.15210 0.09188
O -3.81068 -1.29360 -2.30397
O -1.49223 -1.36237 -2.94234
N -0.16976 -1.49973 1.13177
N -5.13591 0.66436 1.48105
C 4.06757 -1.34532 -0.27122
C -4.22592 1.68290 1.81907
C -3.16969 0.39933 0.14628
C -3.01128 1.47418 1.01125
C 4.37896 0.12108 0.07547
C 0.53756 -1.38174 2.02370
C -0.95447 0.73191 -0.73639
C -1.83175 2.19058 1.02774
C -2.22651 -2.88054 -0.96075
C 2.29114 1.40681 -0.55993
C 1.29665 1.43318 -1.74744
C 1.44527 -1.22388 3.15153
C -4.53196 -0.17487 0.46920
C 3.74163 1.06384 -0.96603
C 0.20108 0.36584 -1.63683
C -2.16727 0.00695 -0.75190
C -0.82595 1.80467 0.15203
H 3.75687 0.59160 -1.94411
H -6.01641 0.96733 1.07550
H 0.81532 2.39756 -1.88726
H -1.71762 3.02045 1.70999
H 1.84844 1.19102 -2.65110
H 4.26388 -1.51146 -1.32575
H 1.41157 -0.19676 3.51007
H -1.40203 -2.79744 -0.26661
H 3.01843 -1.54231 -0.06332
H -0.21206 0.25790 -2.63230
H 1.15142 -1.89335 3.95732
H 3.89960 0.32933 1.03147
H -1.97929 -3.59164 -1.74173
H 5.44516 0.29893 0.18387
H 4.68148 -2.01404 0.32589
H 4.31797 1.98416 -0.99406
H -3.17227 -3.12763 -0.49278
H 2.46140 -1.46151 2.84134
H 1.93097 0.71015 0.19332
H 0.08859 2.37109 0.19606
H 2.32573 2.41230 -0.14352
H 0.62520 -0.59531 -1.35426
```

DFT total energy (eV): -39990.699
LUMO (eV): -0.37
Frontier orbital gap (eV): 9.49
Charge: 0
HOMO level (eV): -9.9
ΔE to the lowest compared entry with this formula, charge and spin (kcal per mole): 63.87
SMILES: CCCCCCc1ccc2c(c1S(C)(=O)=O)C(=O)NC2=O.CC#N

---

A cluster of 3 separate species, C5H12O3 in total, computed with the ωB97M-V functional and the def2-TZVPD basis.

XYZ file:
```
20
C5H12O3 (the ωB97M-V functional and the def2-TZVPD basis)
O -1.29445 2.36665 1.97664
O 1.89985 -4.16963 -3.79808
O 0.51936 1.00140 3.38262
C 1.30607 -1.07443 -0.21544
C -0.92903 0.02665 0.28297
C -1.55704 2.45447 0.80741
C -1.69467 1.24627 -0.17535
C 0.57252 0.02002 0.03981
H 0.80063 -2.02113 -0.41878
H -2.74299 0.80819 -0.12624
H 1.02769 1.80916 3.51443
H 1.08188 0.98269 0.25364
H 2.52402 -3.60977 -3.34292
H 1.96532 -3.85577 -4.78428
H -1.45662 3.39708 0.25195
H 2.22475 -1.13924 -0.66997
H -1.06641 -0.09042 1.46221
H -1.41823 -0.99448 -0.16439
H -1.44950 1.48807 -1.32823
H -0.31314 1.35423 3.05200
```

DFT total energy (eV): -11510.167
LUMO (alpha / beta) (eV): -5.23 / -9.34
Frontier orbital gap (alpha / beta) (eV): 8.95 / 4.84
<S²>: 0.7537
Charge: +1
HOMO level (alpha / beta) (eV): -14.2 / -14.2
ΔE to the lowest compared entry with this formula, charge and spin (kcal per mole): 72.45
Spin multiplicity: 2